[1]
The following is a quantum chemistry calculation of a structure of composition C21H54CrF9N9O12P3S3, from the OMol25 dataset.

Values from the calculation:
HOMO level (alpha / beta) ... -4.6380 / -6.2737 eV
Charge ... -1
⟨S²⟩ ... 6.00
Largest force on an atom ... 2.0 eV/A
2S+1 ... 5
E_tot ... -173896.633 eV

Cartesian coordinates (Å):
Cr  -0.47  0.58  0.77
C  -3.40  3.38  2.92
F  -3.55  3.76  1.64
F  -3.55  4.49  3.65
F  -4.36  2.51  3.23
S  -1.70  2.65  3.21
O  -1.48  1.79  2.05
O  -0.88  3.83  3.29
O  -1.87  1.93  4.45
C  -2.23  1.92  -3.29
F  -3.14  2.38  -4.12
F  -1.89  0.68  -3.72
F  -1.12  2.66  -3.37
S  -2.85  1.85  -1.53
O  -3.86  0.81  -1.56
O  -1.66  1.47  -0.74
O  -3.33  3.19  -1.32
C  2.39  -1.56  3.46
F  3.21  -0.97  2.57
F  2.00  -2.72  2.90
F  3.08  -1.82  4.56
S  0.90  -0.49  3.80
O  0.33  -0.37  2.46
O  0.10  -1.24  4.74
O  1.45  0.72  4.37
O  0.95  -0.63  -0.49
P  1.76  -1.54  -1.31
N  3.35  -1.53  -0.79
C  4.26  -2.64  -0.97
C  4.00  -0.21  -0.77
N  1.76  -1.20  -2.93
C  0.47  -0.89  -3.55
C  2.77  -1.70  -3.86
N  1.29  -3.15  -1.14
C  0.91  -3.63  0.18
C  1.47  -4.16  -2.16
H  4.67  -2.76  -1.98
H  3.76  -3.56  -0.67
H  5.13  -2.49  -0.33
H  3.31  0.52  -0.35
H  4.27  0.13  -1.78
H  4.90  -0.27  -0.17
H  0.63  -0.13  -4.31
H  0.03  -1.76  -4.05
H  -0.20  -0.49  -2.80
H  2.96  -2.77  -3.76
H  2.47  -1.53  -4.89
H  3.72  -1.20  -3.66
H  0.59  -2.79  0.79
H  0.02  -4.25  0.13
H  1.72  -4.17  0.67
H  0.94  -3.89  -3.09
H  0.94  -5.06  -1.83
H  2.50  -4.43  -2.38
O  1.17  2.08  0.43
P  1.95  3.25  -0.03
N  0.99  4.60  -0.24
C  -0.45  4.55  -0.06
C  1.57  5.82  -0.76
N  2.75  2.95  -1.44
C  3.87  3.71  -1.97
C  2.07  2.15  -2.47
N  3.13  3.74  1.02
C  4.21  2.73  1.25
C  2.76  4.36  2.30
H  -0.96  4.17  -0.95
H  -0.86  5.53  0.17
H  -0.74  3.91  0.78
H  2.62  5.89  -0.46
H  1.09  6.68  -0.27
H  1.35  5.92  -1.83
H  3.57  4.34  -2.80
H  4.35  4.26  -1.16
H  4.63  2.99  -2.31
H  2.68  1.30  -2.74
H  1.14  1.77  -2.02
H  1.72  2.77  -3.30
H  4.66  2.53  0.28
H  4.96  3.10  1.94
H  3.73  1.81  1.58
H  2.25  3.62  2.94
H  2.03  5.16  2.20
H  3.66  4.73  2.77
O  -1.82  -1.21  0.61
P  -2.87  -2.23  0.77
N  -3.48  -2.83  -0.67
C  -2.64  -3.76  -1.42
C  -4.67  -2.35  -1.33
N  -4.15  -1.59  1.63
C  -5.20  -2.38  2.25
C  -4.58  -0.22  1.35
N  -2.37  -3.58  1.60
C  -3.09  -4.84  1.58
C  -1.59  -3.33  2.81
H  -1.95  -4.28  -0.75
H  -2.06  -3.24  -2.19
H  -3.30  -4.46  -1.93
H  -5.26  -1.75  -0.65
H  -5.26  -3.16  -1.77
H  -4.39  -1.67  -2.15
H  -5.56  -1.84  3.13
H  -6.02  -2.56  1.55
H  -4.82  -3.36  2.53
H  -3.87  0.30  0.73
H  -5.57  -0.25  0.87
H  -4.77  0.33  2.28
H  -3.50  -5.10  2.56
H  -3.96  -4.83  0.91
H  -2.43  -5.63  1.21
H  -0.70  -2.73  2.67
H  -1.30  -4.28  3.26
H  -2.19  -2.83  3.57

---

[2]
The following is a quantum chemistry calculation of a structure of composition C24H30Al2F14LiNaO8P2S, from the OMol25 dataset.

Values from the calculation:
HOMO level ... -6.3324 eV
Largest force on an atom ... 3.9 eV/A
E_tot ... -127015.566 eV

Cartesian coordinates (Å):
F  -3.04  1.41  6.18
C  -2.75  0.66  5.06
F  -2.48  -0.61  5.54
F  -1.55  1.08  4.44
O  -3.82  0.54  4.22
C  -3.86  1.55  3.18
P  -2.94  1.11  1.58
P  -2.36  3.29  1.34
S  -0.69  3.73  2.33
C  -3.37  -0.75  1.61
F  -2.51  -1.51  2.45
F  -4.74  -1.06  1.83
C  -3.03  -1.22  0.16
C  -4.03  -1.85  -0.77
C  -3.56  -2.29  -2.12
C  -2.12  -2.09  -2.54
C  -1.17  -1.46  -1.61
C  0.34  -1.23  -1.91
F  0.61  0.11  -2.06
F  1.03  -1.70  -0.81
F  0.73  -1.98  -2.99
C  -1.64  -1.05  -0.31
H  -4.91  1.85  2.90
H  -3.39  2.51  3.58
H  -1.54  0.81  1.46
H  -3.65  1.24  0.33
H  -2.28  3.69  -0.03
H  -3.38  4.11  1.94
H  -5.10  -2.03  -0.47
H  -4.22  -2.80  -2.88
H  -1.79  -2.46  -3.56
H  -0.94  -0.56  0.42
F  3.24  -1.98  -1.59
Na  -6.61  -0.47  2.09
C  2.55  3.58  -1.12
O  2.21  3.84  -2.30
O  2.08  2.35  -0.72
O  3.20  4.25  -0.30
H  1.66  2.17  -1.58
C  -2.04  -6.26  -2.55
C  -1.21  -7.15  -2.02
C  -0.14  -7.78  -2.82
O  0.62  -8.60  -2.33
C  -0.02  -7.38  -4.24
C  -0.85  -6.48  -4.78
C  -1.93  -5.86  -3.97
O  -2.69  -5.04  -4.46
H  -2.84  -5.79  -1.98
H  -1.29  -7.46  -0.98
H  0.77  -7.84  -4.81
H  -0.78  -6.18  -5.81
Li  1.52  2.59  2.06
F  5.69  4.32  -5.41
Al  4.31  3.25  -5.18
F  4.39  1.96  -6.36
F  2.83  4.16  -5.41
F  4.36  2.58  -3.57
Al  0.40  0.77  5.49
C  -2.10  0.94  9.35
C  -1.88  -0.07  10.45
C  -0.37  -0.07  10.59
O  0.07  1.26  10.24
C  -1.02  1.96  9.64
H  -3.10  1.37  9.34
H  -1.92  0.47  8.37
H  -2.34  0.28  11.38
H  -2.28  -1.06  10.23
H  0.10  -0.77  9.89
H  -0.03  -0.31  11.60
H  -1.37  2.71  10.36
H  -0.67  2.48  8.74
C  7.62  3.22  -9.89
C  6.99  4.24  -8.91
C  7.63  4.06  -7.50
O  5.72  3.98  -8.80
H  7.46  2.18  -9.56
H  7.20  3.32  -10.89
H  8.69  3.38  -9.96
H  7.30  5.24  -9.26
H  7.48  3.05  -7.10
H  7.23  4.77  -6.78
H  8.71  4.22  -7.56
F  -6.40  -3.43  2.22

---

[3]
The following is a quantum chemistry calculation of an isolated molecule of C14H18N4, from the OMol25 dataset.

Values from the calculation:
HOMO level ... -7.0769 eV
Largest force on an atom ... 3.1 eV/A
SMILES ... CC[C@H](C)N/C=N/c1ccc(-c2c[nH]cn2)cc1
ΔE to the lowest compared entry with this formula, charge and spin ... 0.000 eV
E_tot ... -20770.165 eV

Cartesian coordinates (Å):
C  -3.61  -4.43  0.91
C  -3.65  -3.72  -0.46
C  -2.29  -3.19  -1.00
C  -1.23  -4.29  -1.07
N  -1.79  -2.10  -0.17
C  -0.81  -1.23  -0.55
N  -0.47  -0.49  0.47
C  0.38  0.58  0.31
C  0.78  1.11  -0.91
C  1.62  2.23  -0.95
C  2.04  2.86  0.21
C  2.83  4.12  0.17
C  3.34  4.71  1.28
N  3.93  5.87  0.82
C  3.78  5.91  -0.56
N  3.08  4.86  -0.97
C  1.63  2.32  1.45
C  0.81  1.16  1.49
H  -4.62  -4.69  1.26
H  -3.18  -3.79  1.66
H  -3.04  -5.38  0.78
H  -4.06  -4.38  -1.24
H  -4.32  -2.83  -0.36
H  -2.46  -2.81  -1.99
H  -0.35  -3.98  -1.62
H  -0.91  -4.59  -0.08
H  -1.64  -5.17  -1.59
H  -2.01  -2.04  0.80
H  -0.44  -1.07  -1.58
H  0.51  0.69  -1.89
H  1.91  2.61  -1.89
H  3.28  4.39  2.30
H  4.45  6.56  1.40
H  4.18  6.71  -1.20
H  1.87  2.77  2.41
H  0.47  0.69  2.38

---

[4]
The following is a quantum chemistry calculation of a cluster of 9 separate species, C66H132N6O15 in total, from the OMol25 dataset.

Values from the calculation:
HOMO level ... -7.6556 eV
Largest force on an atom ... 6.2 eV/A
SMILES ... CC1(C)CCCC(C)(C)N1O.CC1(C)CCCC(C)(C)N1O.CC1(C)CCCC(C)(C)N1O.CC1(C)CCCC(C)(C)N1O.CC1(C)CCCC(C)(C)N1O.CC1(C)CCCC(C)(C)N1O.C[C@H]1COC(=O)O1.C[C@H]1COC(=O)O1.C[C@H]1COC(=O)O1
E_tot ... -110218.154 eV

Cartesian coordinates (Å):
C  -0.88  -5.87  0.74
C  -2.14  -6.03  -0.34
C  -2.93  -4.86  -0.06
C  -1.34  -5.90  -1.69
C  -2.01  -6.28  -2.91
C  -2.46  -7.75  -2.63
C  -3.41  -7.91  -1.47
C  -4.81  -7.31  -1.87
C  -3.66  -9.45  -1.25
N  -2.77  -7.44  -0.28
O  -3.38  -7.65  0.95
H  -1.36  -6.22  1.66
H  0.01  -6.50  0.66
H  -0.64  -4.81  0.80
H  -3.81  -4.93  -0.70
H  -3.23  -4.88  0.98
H  -2.31  -4.01  -0.36
H  -0.82  -4.96  -1.86
H  -0.49  -6.57  -1.58
H  -2.91  -5.68  -3.09
H  -1.28  -6.06  -3.68
H  -1.64  -8.46  -2.50
H  -2.90  -8.18  -3.53
H  -5.24  -7.04  -0.90
H  -5.35  -8.06  -2.46
H  -4.92  -6.51  -2.60
H  -4.32  -9.56  -0.39
H  -2.74  -10.02  -1.17
H  -4.12  -9.78  -2.19
H  -2.75  -7.29  1.59
C  0.56  -4.02  3.61
C  0.93  -3.25  4.92
C  1.84  -2.00  4.59
C  -0.37  -2.73  5.49
C  -0.14  -2.27  6.94
C  0.42  -3.43  7.81
C  1.76  -3.86  7.29
C  2.87  -2.79  7.58
C  2.13  -5.20  7.96
N  1.65  -4.11  5.88
O  2.73  -4.75  5.23
H  1.35  -4.33  2.93
H  0.08  -5.00  3.63
H  -0.09  -3.30  3.11
H  1.72  -1.13  5.23
H  2.89  -2.31  4.54
H  1.72  -1.58  3.59
H  -0.73  -1.84  4.97
H  -1.25  -3.33  5.26
H  0.31  -1.28  7.00
H  -1.03  -1.91  7.45
H  -0.43  -4.11  7.83
H  0.40  -2.98  8.80
H  2.39  -1.82  7.40
H  3.73  -2.93  6.92
H  3.24  -2.85  8.60
H  2.36  -4.95  8.99
H  2.82  -5.88  7.46
H  1.31  -5.87  8.20
H  2.38  -5.63  5.09
C  0.96  2.13  4.52
C  2.14  3.09  4.82
C  3.31  2.20  4.30
C  1.83  4.25  3.77
C  2.87  5.35  4.00
C  2.86  5.82  5.48
C  3.20  4.74  6.61
C  4.65  4.28  6.76
C  2.86  5.39  7.94
N  2.28  3.62  6.30
O  2.01  2.72  7.32
H  0.12  2.53  5.10
H  0.52  2.08  3.52
H  1.09  1.13  4.91
H  4.20  2.72  3.94
H  3.60  1.62  5.17
H  2.94  1.55  3.50
H  1.78  3.96  2.72
H  0.84  4.68  3.92
H  3.90  5.03  3.89
H  2.75  6.13  3.25
H  2.12  6.57  5.77
H  3.74  6.47  5.47
H  4.79  3.39  7.37
H  5.25  4.93  7.40
H  5.29  4.07  5.90
H  1.82  5.55  8.22
H  3.24  6.41  7.93
H  3.28  4.89  8.81
H  2.59  2.00  7.05
C  -0.16  9.74  -1.48
C  0.69  8.50  -1.85
C  1.03  8.41  -3.34
C  2.15  8.56  -1.23
C  2.13  7.93  0.17
C  1.37  6.60  0.27
C  -0.15  6.72  -0.18
C  -0.63  5.20  -0.27
C  -1.04  7.40  0.89
N  -0.09  7.32  -1.56
O  -1.34  7.17  -2.21
H  -1.07  9.82  -2.08
H  -0.31  9.67  -0.40
H  0.30  10.71  -1.65
H  1.59  9.30  -3.65
H  1.49  7.44  -3.47
H  0.08  8.55  -3.87
H  2.88  8.11  -1.90
H  2.51  9.57  -1.01
H  3.09  7.89  0.69
H  1.70  8.70  0.81
H  1.36  6.22  1.30
H  1.87  5.89  -0.39
H  -0.40  4.55  0.58
H  -0.22  4.64  -1.11
H  -1.69  5.20  -0.53
H  -2.01  7.11  0.49
H  -0.95  8.48  0.96
H  -0.89  7.00  1.89
H  -1.42  6.22  -2.28
C  1.70  -0.23  -6.81
C  1.17  -1.27  -7.84
C  0.02  -0.66  -8.74
C  2.48  -1.63  -8.74
C  2.47  -3.08  -9.16
C  2.24  -3.95  -7.86
C  0.79  -3.76  -7.21
C  -0.30  -4.37  -8.14
C  0.61  -4.55  -5.81
N  0.70  -2.31  -6.95
O  -0.30  -1.90  -6.09
H  2.58  0.27  -7.22
H  0.95  0.50  -6.49
H  2.11  -0.71  -5.93
H  -0.93  -0.46  -8.24
H  0.39  0.25  -9.23
H  -0.19  -1.38  -9.54
H  2.36  -1.04  -9.65
H  3.46  -1.37  -8.36
H  1.73  -3.17  -9.95
H  3.29  -3.36  -9.82
H  3.08  -3.78  -7.20
H  2.41  -4.95  -8.28
H  -0.53  -3.62  -8.89
H  -1.22  -4.65  -7.62
H  0.11  -5.27  -8.60
H  0.51  -5.63  -5.95
H  -0.09  -4.23  -5.04
H  1.52  -4.37  -5.24
H  0.16  -1.74  -5.26
C  -4.65  3.14  1.73
C  -4.63  2.98  0.22
C  -4.72  4.40  -0.67
C  -3.12  2.60  -0.13
C  -2.94  1.09  -0.05
C  -3.91  0.37  -0.89
C  -5.35  0.58  -0.43
C  -6.21  -0.11  -1.51
C  -5.67  -0.13  0.88
N  -5.54  2.01  -0.42
O  -6.84  2.36  -0.22
H  -4.04  2.49  2.37
H  -4.27  4.08  2.12
H  -5.68  3.08  2.08
H  -4.17  5.17  -0.13
H  -4.18  4.36  -1.62
H  -5.73  4.70  -0.94
H  -2.86  2.86  -1.16
H  -2.43  3.09  0.55
H  -1.96  1.01  -0.53
H  -2.85  0.73  0.97
H  -3.70  -0.69  -0.75
H  -3.53  0.61  -1.88
H  -5.78  -1.04  -1.89
H  -6.30  0.65  -2.29
H  -7.20  -0.43  -1.18
H  -5.21  0.43  1.69
H  -5.45  -1.20  0.88
H  -6.74  0.00  1.02
H  -7.06  2.06  0.67
C  -1.20  1.31  -4.79
C  -1.79  2.69  -5.11
C  -1.32  3.67  -4.17
O  -0.62  4.60  -4.88
C  -0.59  4.32  -6.18
O  -0.27  5.12  -7.06
O  -1.20  3.11  -6.37
H  -1.22  0.45  -5.47
H  -1.65  0.86  -3.90
H  -0.17  1.52  -4.54
H  -2.86  2.68  -4.91
H  -0.78  3.19  -3.35
H  -2.13  4.32  -3.81
C  0.81  -1.22  -2.12
C  0.39  -0.47  -0.79
C  1.30  -0.79  0.30
O  1.68  0.55  0.74
C  1.26  1.50  -0.09
O  1.39  2.76  0.06
O  0.59  0.92  -1.01
H  1.88  -1.32  -2.30
H  0.26  -0.79  -2.96
H  0.42  -2.23  -1.98
H  -0.63  -0.83  -0.68
H  2.19  -1.24  -0.13
H  0.96  -1.45  1.10
C  5.28  -4.65  2.41
C  4.38  -3.99  1.36
C  4.47  -2.53  1.07
O  4.31  -2.46  -0.31
C  4.45  -3.71  -0.86
O  4.50  -3.93  -2.11
O  4.85  -4.49  0.17
H  6.29  -4.25  2.29
H  5.17  -5.72  2.23
H  4.97  -4.51  3.45
H  3.33  -4.26  1.46
H  5.35  -2.00  1.43
H  3.74  -2.07  1.73

---

- Which value of E_tot does entry 4 give?
  -110218.154 eV